# 1
{
  "formula": "C5H5Cl2HoNO5Rh",
  "method": "ωB97M-V with the def2-TZVPD basis set",
  "symbols": ["Ho", "Rh", "Cl", "Cl", "C", "C", "C", "O", "O", "O", "N", "C", "C", "O", "O", "H", "H", "H", "H", "H"],
  "positions_angstrom": [[-2.230, -0.391, -0.577], [-0.056, -1.324, 1.163], [-2.575, -0.106, -2.995], [-1.010, -2.747, -0.411], [-1.247, -1.361, 2.516], [-4.421, 0.739, -0.665], [-4.130, -1.779, -0.230], [-1.915, -1.528, 3.470], [-5.459, 1.129, -0.975], [-5.118, -2.357, -0.073], [3.182, 1.493, -1.046], [3.174, 1.086, 0.390], [2.010, 0.148, 0.619], [1.596, -0.090, 1.806], [1.402, -0.334, -0.396], [3.373, 0.706, -1.684], [3.915, 2.197, -1.190], [2.291, 1.920, -1.340], [4.130, 0.624, 0.611], [3.089, 1.975, 1.008]],
  "homo_lumo_gap_ev": [7.48, 4.57],
  "charge": 4,
  "relative_energy_kcal_mol": 16.37,
  "spin_multiplicity": 9,
  "e_homo_ev": [-24.10, -25.35],
  "e_tot_ev": -70792.96014
}



# 2
{
  "formula": "C10H16S",
  "method": "ωB97M-V with the def2-TZVPD basis set",
  "symbols": ["C", "C", "C", "S", "H", "H", "H", "H", "H", "H", "H", "H", "C", "C", "C", "C", "C", "C", "C", "H", "H", "H", "H", "H", "H", "H", "H"],
  "positions_angstrom": [[-0.881, -0.936, 3.026], [-0.906, -2.036, 1.909], [0.690, -2.652, 4.817], [-0.590, -1.355, 4.835], [-0.210, -0.166, 2.846], [-1.991, -0.650, 2.981], [0.075, -2.353, 1.515], [-1.674, -1.674, 1.164], [0.901, -2.737, 5.920], [0.570, -3.666, 4.498], [1.576, -2.371, 4.252], [-1.511, -2.926, 2.243], [0.390, 3.133, -4.174], [0.158, 0.065, -1.282], [0.665, -0.191, -2.526], [-0.288, 1.333, -0.943], [0.890, 0.888, -3.418], [-0.088, 2.430, -1.803], [0.388, 2.133, -3.078], [-0.082, -0.849, -0.663], [0.877, -1.142, -2.988], [-0.591, 1.558, 0.064], [1.185, 0.646, -4.412], [-0.443, 3.440, -1.487], [-0.494, 2.785, -4.980], [1.316, 3.179, -4.610], [0.068, 4.114, -3.706]],
  "homo_lumo_gap_ev": 9.41,
  "charge": 0,
  "relative_energy_kcal_mol": 44.20,
  "spin_multiplicity": 1,
  "e_homo_ev": -8.52,
  "e_tot_ev": -21462.93317
}



# 3
{
  "formula": "C4H7NO",
  "method": "ωB97M-V with the def2-TZVPD basis set",
  "symbols": ["O", "C", "C", "C", "N", "C", "H", "H", "H", "H", "H", "H", "H"],
  "positions_angstrom": [[-1.056, -1.714, -0.153], [-1.120, -0.336, -0.265], [-0.994, 0.504, 0.984], [1.317, 1.104, 0.117], [1.498, -0.095, 0.476], [0.116, 0.400, 0.001], [-0.196, -1.909, 0.252], [-1.826, 0.017, -1.007], [-0.794, 0.016, 1.933], [-1.522, 1.454, 1.030], [1.693, 2.103, 0.213], [1.690, -0.853, -1.549], [1.212, -0.706, -2.100]],
  "homo_lumo_gap_ev": 9.96,
  "charge": 0,
  "relative_energy_kcal_mol": 137.71,
  "spin_multiplicity": 1,
  "e_homo_ev": -9.16,
  "e_tot_ev": -7793.67255
}



# 4
{
  "formula": "C18H12Br4IN3O2S",
  "method": "ωB97M-V with the def2-TZVPD basis set",
  "symbols": ["C", "C", "C", "C", "C", "I", "C", "C", "C", "S", "C", "C", "C", "N", "C", "C", "C", "C", "O", "N", "O", "C", "Br", "C", "N", "H", "H", "H", "H", "H", "H", "H", "H", "H", "H", "H", "C", "Br", "Br", "Br", "H"],
  "positions_angstrom": [[7.882, -3.666, -1.057], [7.348, -2.561, -1.032], [6.252, -1.466, -0.877], [6.285, -0.604, 0.370], [5.207, 0.438, 0.564], [5.328, 1.585, 2.416], [4.096, 0.661, -0.442], [4.121, -0.239, -1.673], [5.157, -1.278, -1.914], [2.718, 0.040, -2.842], [1.333, 0.316, -1.650], [-0.043, -0.237, -1.848], [-1.141, -0.018, -0.821], [-2.423, -0.630, -1.087], [-3.425, 0.192, -0.932], [-3.501, 1.684, -1.435], [-4.713, -0.408, -0.201], [-0.781, 0.782, 0.390], [-1.738, 1.010, 1.425], [-2.153, -0.196, 1.989], [-1.466, -0.501, 2.896], [0.616, 1.346, 0.584], [1.017, 2.366, 2.205], [1.724, 1.134, -0.421], [3.064, 1.660, -0.272], [8.375, -4.670, -1.162], [7.109, -0.795, 1.114], [5.179, -1.942, -2.827], [-0.271, -0.839, -2.767], [-4.247, 2.234, -0.772], [-3.993, 1.654, -2.467], [-2.503, 2.207, -1.496], [-4.444, -0.922, 0.767], [-5.540, 0.355, -0.086], [-5.142, -1.223, -0.882], [3.183, 2.217, 0.582], [-7.614, -0.127, 3.087], [-8.227, 0.950, 1.599], [-5.687, -0.073, 3.267], [-8.504, 0.353, 4.738], [-7.884, -1.156, 2.867]],
  "homo_lumo_gap_ev": 7.35,
  "charge": 0,
  "spin_multiplicity": 1,
  "e_homo_ev": -7.96,
  "e_tot_ev": -326520.80595
}



# 5
{
  "formula": "C10H16O",
  "method": "ωB97M-V with the def2-TZVPD basis set",
  "symbols": ["C", "C", "C", "H", "H", "H", "H", "H", "H", "H", "H", "C", "C", "C", "C", "C", "C", "C", "O", "H", "H", "H", "H", "H", "H", "H", "H"],
  "positions_angstrom": [[0.555, -1.945, 0.923], [2.056, -2.093, 0.615], [-0.339, -3.167, 0.788], [0.377, -1.379, 1.838], [0.170, -1.264, 0.156], [2.228, -3.006, 0.046], [-0.347, -3.706, 1.742], [2.518, -2.232, 1.595], [2.473, -1.287, 0.061], [-1.382, -2.923, 0.574], [-0.118, -3.895, 0.009], [-2.113, 1.626, 1.367], [0.600, 1.666, -1.876], [-0.112, 0.481, -1.683], [0.441, 2.824, -1.126], [-1.078, 0.533, -0.670], [-0.350, 2.728, 0.001], [-1.189, 1.624, 0.172], [1.632, 1.524, -2.769], [-0.022, -0.189, -2.523], [2.141, 2.307, -3.011], [1.004, 3.701, -1.418], [-1.618, -0.380, -0.482], [-0.467, 3.570, 0.674], [-3.100, 1.206, 1.173], [-2.299, 2.653, 1.667], [-1.660, 1.023, 2.157]],
  "homo_lumo_gap_ev": 9.12,
  "charge": 0,
  "relative_energy_kcal_mol": 35.95,
  "spin_multiplicity": 1,
  "e_homo_ev": -8.30,
  "e_tot_ev": -12676.16586
}



# 6
{
  "formula": "C17H20F3O8S",
  "method": "ωB97M-V with the def2-TZVPD basis set",
  "symbols": ["C", "O", "C", "C", "C", "C", "C", "O", "C", "O", "O", "C", "C", "C", "O", "C", "C", "C", "C", "C", "C", "H", "H", "H", "H", "H", "H", "H", "H", "H", "H", "H", "H", "H", "H", "H", "H", "H", "H", "H", "H", "C", "F", "F", "F", "S", "O", "O", "O"],
  "positions_angstrom": [[5.908, -0.590, 1.296], [6.139, 0.078, 0.078], [5.210, -0.176, -0.954], [4.237, 0.980, -1.172], [3.678, 1.518, 0.138], [2.734, 2.695, -0.053], [1.354, 2.308, -0.548], [1.137, 2.721, -1.925], [-0.104, 3.181, -2.067], [-0.699, 3.273, -3.076], [-0.588, 3.589, -0.860], [0.228, 3.054, 0.184], [-0.545, 2.132, 1.178], [-2.024, 2.068, 0.846], [-2.717, 3.013, 1.137], [-2.584, 0.870, 0.178], [-1.916, -0.360, 0.168], [-2.500, -1.463, -0.449], [-3.752, -1.344, -1.055], [-4.412, -0.122, -1.048], [-3.834, 0.992, -0.441], [5.451, 0.073, 2.033], [5.267, -1.463, 1.185], [6.857, -0.925, 1.705], [4.653, -1.101, -0.796], [5.787, -0.315, -1.867], [4.768, 1.775, -1.687], [3.408, 0.630, -1.785], [3.211, 0.727, 0.723], [4.522, 1.873, 0.725], [3.170, 3.451, -0.700], [2.607, 3.173, 0.915], [1.164, 1.240, -0.579], [0.553, 3.925, 0.743], [-0.087, 1.154, 1.144], [-0.450, 2.548, 2.173], [-0.957, -0.451, 0.651], [-2.022, -2.427, -0.468], [-4.165, -2.225, -1.513], [-5.386, -0.037, -1.505], [-4.345, 1.940, -0.447], [-4.960, -5.716, 1.685], [-6.249, -6.000, 1.931], [-4.479, -5.076, 2.765], [-4.304, -6.886, 1.593], [-4.769, -4.708, 0.155], [-5.533, -3.518, 0.457], [-5.332, -5.562, -0.866], [-3.333, -4.516, 0.073]],
  "homo_lumo_gap_ev": 8.08,
  "charge": -1,
  "spin_multiplicity": 1,
  "e_homo_ev": -6.03,
  "e_tot_ev": -53323.46503
}



# 7
{
  "formula": "C40H38F6O2S",
  "method": "ωB97M-V with the def2-TZVPD basis set",
  "symbols": ["F", "C", "C", "C", "C", "C", "C", "H", "H", "H", "H", "H", "F", "C", "C", "C", "C", "C", "C", "H", "H", "H", "H", "H", "F", "C", "C", "C", "C", "C", "C", "H", "H", "H", "H", "H", "F", "C", "C", "C", "C", "C", "C", "H", "H", "H", "H", "H", "F", "C", "C", "C", "C", "C", "C", "H", "H", "H", "H", "H", "F", "C", "C", "C", "C", "C", "C", "H", "H", "H", "H", "H", "C", "C", "C", "S", "O", "O", "C", "H", "H", "H", "H", "H", "H", "H", "H"],
  "positions_angstrom": [[0.656, 2.615, 1.026], [-0.335, 3.233, 1.802], [-1.377, 3.996, 1.257], [-2.438, 4.462, 2.079], [-2.503, 4.206, 3.508], [-1.435, 3.385, 3.958], [-0.325, 2.938, 3.100], [-1.367, 4.389, 0.120], [-3.018, 5.207, 1.863], [-3.205, 4.500, 4.137], [-1.343, 2.969, 5.072], [0.306, 2.365, 3.548], [3.576, -0.126, 3.581], [4.238, 1.005, 4.127], [5.423, 0.731, 4.770], [6.245, 1.761, 5.205], [5.629, 3.077, 5.146], [4.251, 3.271, 4.660], [3.537, 2.230, 4.089], [5.810, -0.287, 4.984], [7.070, 1.705, 5.596], [6.248, 3.861, 5.356], [3.835, 4.317, 4.454], [2.396, 2.495, 3.725], [2.410, -2.418, -5.323], [1.487, -1.530, -4.967], [0.861, -1.629, -3.669], [0.218, -0.543, -3.191], [-0.097, 0.579, -4.006], [0.438, 0.652, -5.330], [1.337, -0.364, -5.779], [1.108, -2.309, -3.102], [0.060, -0.567, -2.193], [-0.602, 1.335, -3.483], [0.499, 1.432, -6.019], [1.893, -0.251, -6.694], [-6.135, -5.670, -3.932], [-5.113, -4.820, -3.664], [-3.969, -5.054, -2.976], [-3.172, -4.106, -2.556], [-3.471, -2.685, -2.848], [-4.547, -2.392, -3.644], [-5.403, -3.459, -4.061], [-3.941, -6.128, -2.678], [-2.279, -4.557, -1.966], [-2.731, -1.904, -2.598], [-4.773, -1.388, -3.909], [-6.156, -3.188, -4.668], [-3.253, 2.319, -3.222], [-3.802, 1.523, -2.333], [-3.078, 0.788, -1.286], [-3.815, -0.050, -0.513], [-5.266, -0.171, -0.567], [-5.990, 0.456, -1.616], [-5.163, 1.224, -2.517], [-1.868, 0.897, -1.314], [-3.268, -0.568, 0.281], [-5.729, -0.635, 0.179], [-7.184, 0.277, -1.766], [-5.944, 1.739, -3.124], [3.480, -2.781, -1.153], [3.813, -1.442, -0.726], [3.507, -0.307, -1.355], [3.671, 0.955, -0.838], [4.512, 1.082, 0.314], [5.041, -0.127, 0.974], [4.643, -1.335, 0.434], [2.788, -0.309, -2.275], [3.320, 1.712, -1.391], [4.673, 2.209, 0.587], [5.552, 0.097, 1.873], [4.906, -2.220, 1.095], [1.282, -1.783, 2.669], [1.091, -0.460, 1.890], [-0.320, -0.469, 1.569], [-0.901, -2.026, 1.123], [-0.835, -2.093, -0.329], [-2.112, -2.355, 1.755], [0.516, -2.781, 1.826], [0.834, -1.749, 3.604], [2.365, -2.031, 2.639], [1.656, -0.588, 0.995], [1.355, 0.414, 2.254], [-0.624, 0.074, 0.744], [-1.027, -0.059, 2.336], [1.209, -3.164, 0.919], [0.171, -3.607, 2.356]],
  "homo_lumo_gap_ev": 8.79,
  "charge": 0,
  "relative_energy_kcal_mol": 34.29,
  "spin_multiplicity": 1,
  "e_homo_ev": -8.36,
  "e_tot_ev": -73320.38884
}



# 8
{
  "formula": "C33H32IrN5O3",
  "method": "ωB97M-V with the def2-TZVPD basis set",
  "symbols": ["Ir", "C", "C", "C", "C", "C", "C", "C", "C", "C", "H", "H", "H", "H", "H", "H", "H", "H", "H", "H", "H", "H", "O", "C", "O", "C", "C", "C", "C", "C", "C", "C", "C", "C", "N", "H", "H", "H", "H", "H", "H", "N", "C", "H", "C", "C", "C", "C", "C", "N", "C", "O", "N", "C", "C", "C", "C", "N", "C", "C", "C", "H", "H", "H", "H", "H", "H", "H", "H", "H", "H", "H", "H", "H"],
  "positions_angstrom": [[0.947, 0.490, 0.799], [0.631, -2.302, 2.697], [-0.201, -1.335, 1.863], [-1.348, -0.774, 2.528], [-2.478, -0.416, 1.856], [-3.684, 0.111, 2.578], [-2.514, -0.599, 0.443], [-1.470, -1.137, -0.275], [-1.555, -1.347, -1.761], [-0.325, -1.530, 0.445], [1.655, -1.994, 2.889], [0.658, -3.279, 2.213], [0.160, -2.440, 3.668], [-1.326, -0.709, 3.608], [-4.340, 0.664, 1.908], [-3.393, 0.760, 3.405], [-4.263, -0.713, 2.998], [-3.423, -0.330, -0.086], [-1.692, -0.398, -2.281], [-2.402, -1.987, -2.010], [-0.652, -1.818, -2.147], [0.416, -2.132, -0.067], [-1.304, 2.316, -1.898], [-0.699, 2.025, -0.914], [0.400, 1.249, -0.923], [-1.088, 2.483, 0.464], [-2.051, 3.478, 0.583], [-2.369, 3.926, 1.836], [-1.734, 3.362, 2.954], [-2.050, 3.806, 4.264], [-1.458, 3.243, 5.352], [-0.525, 2.200, 5.167], [-0.194, 1.752, 3.918], [-0.778, 2.325, 2.769], [-0.463, 1.906, 1.492], [-2.503, 3.867, -0.319], [-3.102, 4.711, 1.979], [-2.776, 4.602, 4.375], [-1.699, 3.580, 6.350], [-0.068, 1.741, 6.034], [0.498, 0.936, 3.823], [2.867, 0.404, 3.184], [2.084, 0.358, 2.338], [3.545, 0.442, 3.924], [6.229, 6.783, -5.841], [5.741, 5.506, -5.233], [4.696, 4.774, -5.793], [4.235, 3.531, -5.253], [4.850, 2.977, -4.127], [4.488, 1.748, -3.570], [3.912, 0.729, -4.329], [3.583, 0.870, -5.477], [3.817, -0.504, -3.702], [3.595, -0.859, -2.360], [4.170, -2.030, -1.873], [3.852, -2.453, -0.597], [2.971, -1.708, 0.159], [2.406, -0.580, -0.302], [2.721, -0.153, -1.539], [5.874, 3.716, -3.545], [6.307, 4.961, -4.089], [6.984, 6.569, -6.601], [6.685, 7.429, -5.093], [5.419, 7.325, -6.325], [4.192, 5.148, -6.676], [3.411, 3.028, -5.733], [5.010, 1.465, -2.755], [3.656, -1.237, -4.381], [4.848, -2.600, -2.496], [4.279, -3.356, -0.184], [2.699, -2.019, 1.154], [2.214, 0.729, -1.899], [6.381, 3.343, -2.662], [7.117, 5.478, -3.589]],
  "homo_lumo_gap_ev": [5.87, 5.41],
  "charge": 3,
  "relative_energy_kcal_mol": 31.71,
  "spin_multiplicity": 2,
  "e_homo_ev": [-16.38, -16.38],
  "e_tot_ev": -51147.41502
}